No. 1
{"formula": "C6H12", "method": "ωB97M-V with the def2-TZVPD basis set", "elements": ["C", "C", "C", "C", "C", "C", "H", "H", "H", "H", "H", "H", "H", "H", "H", "H", "H", "H"], "coordinates": [[-0.8191, 2.0796, -0.2483], [-1.5038, 0.6605, -0.3903], [-0.4561, -0.3032, -0.8347], [0.4626, -0.7186, 0.3276], [0.8545, 0.3542, 1.0234], [1.2523, -2.0034, 0.2756], [-1.1258, 2.5967, 0.6383], [-0.8690, 2.7517, -1.0300], [0.2675, 1.6703, -0.2563], [-1.7012, 0.3130, 0.5959], [-2.4693, 0.6261, -1.0034], [-0.8450, -1.3104, -1.2542], [0.2860, -0.0378, -1.6093], [0.3632, -0.6208, 1.7104], [1.7561, 0.5972, 1.4149], [2.0664, -1.9010, 0.9982], [0.7289, -2.8733, 0.3076], [1.7518, -1.8808, -0.6653]], "e_above_lowest_kcal_mol": 158.77, "multiplicity": 1, "e_homo_ev": -6.701, "total_charge": 0, "energy_ha": -235.56521, "gap_ev": 7.50}

---

No. 2
{"formula": "C35H56BeN3O2P2", "method": "ωB97M-V with the def2-TZVPD basis set", "elements": ["C", "C", "C", "C", "C", "H", "H", "H", "N", "P", "P", "C", "H", "H", "C", "O", "C", "H", "C", "C", "C", "C", "C", "H", "H", "H", "C", "H", "H", "H", "C", "H", "H", "H", "C", "H", "H", "H", "C", "H", "H", "H", "C", "H", "H", "H", "C", "H", "H", "H", "C", "H", "H", "H", "C", "H", "H", "H", "C", "H", "H", "H", "C", "H", "H", "H", "C", "H", "H", "H", "Be", "N", "C", "C", "C", "C", "C", "H", "C", "H", "C", "H", "H", "H", "C", "N", "C", "C", "C", "O", "H", "H", "H", "H", "H", "H", "H", "H", "H"], "coordinates": [[-1.1530, 0.5841, -2.7070], [-2.6569, -0.3738, -1.1435], [-2.1952, 0.9213, -3.5526], [-3.6936, -0.2339, -2.0662], [-3.4863, 0.4773, -3.2518], [-1.9590, 1.4803, -4.4626], [-4.6724, -0.6718, -1.8574], [-4.3101, 0.6843, -3.9301], [-1.3896, 0.0312, -1.4957], [1.5321, -0.1282, -2.1618], [-2.0827, -0.2405, 1.5922], [0.3011, 0.8480, -3.1186], [0.4284, 0.6221, -4.1920], [0.5265, 1.9199, -2.9953], [1.3205, -0.2404, 0.3503], [2.1785, -0.2877, 1.1483], [-2.7559, -1.1134, 0.1416], [-3.7501, -1.5455, 0.3395], [-2.1494, -1.5233, 3.0280], [-3.3759, 1.1427, 1.8413], [1.7714, -1.7116, -3.1635], [3.0263, 1.0154, -2.2111], [-0.7210, -2.0875, 3.1507], [0.0079, -1.2750, 3.2822], [-0.6732, -2.7461, 4.0312], [-0.4228, -2.6696, 2.2739], [-2.4906, -0.8173, 4.3466], [-1.7828, -0.0043, 4.5577], [-3.5145, -0.4228, 4.3616], [-2.4087, -1.5464, 5.1681], [-3.1346, -2.6588, 2.7718], [-3.0848, -3.3495, 3.6298], [-4.1747, -2.3176, 2.7060], [-2.8808, -3.2181, 1.8638], [-2.8266, 2.0703, 2.9373], [-1.7546, 2.2638, 2.7794], [-3.3554, 3.0328, 2.8803], [-2.9646, 1.6655, 3.9462], [-3.4751, 1.9692, 0.5515], [-2.4774, 2.2451, 0.1834], [-4.0164, 1.4445, -0.2436], [-4.0360, 2.8905, 0.7711], [-4.7477, 0.5316, 2.1913], [-4.8435, -0.5479, 1.9962], [-5.0087, 0.7090, 3.2454], [-5.5210, 1.0217, 1.5782], [4.2065, 0.3049, -1.5308], [5.0063, 1.0472, -1.3844], [3.9324, -0.0916, -0.5429], [4.6170, -0.5051, -2.1487], [2.6659, 2.2707, -1.3962], [1.9775, 2.9297, -1.9430], [2.2165, 2.0202, -0.4287], [3.5925, 2.8394, -1.2125], [3.4021, 1.4613, -3.6287], [4.1299, 2.2803, -3.5374], [3.8866, 0.6732, -4.2119], [2.5406, 1.8459, -4.1905], [0.4325, -2.4231, -3.3490], [0.5937, -3.3237, -3.9729], [0.0201, -2.7691, -2.3928], [-0.3171, -1.7936, -3.8493], [2.7068, -2.6230, -2.3427], [2.2997, -2.8032, -1.3347], [2.7898, -3.5970, -2.8558], [3.7235, -2.2124, -2.2417], [2.3704, -1.4359, -4.5556], [1.7803, -0.7031, -5.1251], [3.4184, -1.1068, -4.5114], [2.3562, -2.3773, -5.1299], [-0.1564, -0.5157, -0.4953], [-0.2671, -2.1660, -0.1846], [-1.3771, -2.6499, -0.0804], [-1.9818, -3.9873, -0.3113], [-1.1517, -5.1061, -0.1657], [-3.2784, -4.1536, -0.8268], [-1.5941, -6.3917, -0.4772], [-0.1347, -4.9497, 0.1666], [-3.7309, -5.4571, -1.1504], [-3.9128, -3.2798, -1.0142], [-2.8873, -6.5677, -0.9702], [-0.9201, -7.2450, -0.3454], [-4.7456, -5.6009, -1.5590], [-3.2600, -7.5742, -1.2353], [0.9867, 5.1498, 2.0189], [0.7609, 3.7396, 1.7414], [1.4659, 2.7684, 2.5667], [0.0582, 3.2921, 0.6737], [-0.5638, 4.3125, -0.2447], [-0.0465, 2.0539, 0.4865], [1.5370, 5.2187, 2.9598], [0.0339, 5.6865, 2.1171], [1.5781, 5.6280, 1.2242], [2.3376, 2.3441, 2.0456], [1.8152, 3.2936, 3.4578], [0.8048, 1.9417, 2.8582], [-1.0252, 3.7797, -1.0822], [-1.3366, 4.8904, 0.2827], [0.1954, 5.0033, -0.6375]], "multiplicity": 1, "e_homo_ev": -10.010, "total_charge": 1, "energy_ha": -2379.30354, "gap_ev": 7.62}

---

No. 3
{"formula": "C16H32BF4N7O2", "method": "ωB97M-V with the def2-TZVPD basis set", "elements": ["C", "C", "C", "O", "C", "N", "C", "N", "C", "B", "N", "O", "C", "C", "C", "C", "C", "N", "C", "N", "N", "N", "C", "C", "C", "F", "C", "F", "F", "H", "H", "H", "H", "H", "H", "H", "H", "H", "H", "H", "H", "H", "H", "H", "H", "H", "H", "H", "H", "H", "H", "H", "H", "H", "H", "H", "H", "H", "H", "H", "H", "F"], "coordinates": [[-1.5495, -3.4565, -4.6512], [-1.8871, -2.3736, -3.6244], [-1.0887, -1.1001, -3.8311], [0.2490, -1.3207, -3.3178], [0.4338, -0.6309, -2.1433], [1.8338, -0.7897, -1.7511], [2.2152, -0.7241, -0.5360], [3.5488, -0.7831, -0.1426], [3.4966, 0.4032, 0.7652], [3.3897, 1.6592, -0.2339], [4.6051, 2.1726, -0.9087], [2.1775, 2.2622, -0.4675], [2.1966, 0.0609, 1.5385], [1.6487, 1.2084, 2.3594], [0.5480, 0.8207, 3.3859], [-0.3712, 2.0206, 3.6786], [-1.8046, 2.0194, 3.0446], [-1.9404, 3.0724, 2.0247], [-2.2091, 2.6728, 0.7054], [-2.6605, 3.4808, -0.1683], [-1.9358, 1.3623, 0.3158], [1.3359, -0.5174, 0.5262], [0.8116, -1.8853, 0.8302], [-0.6354, -1.7098, 1.2377], [-1.5875, -2.6328, 0.6251], [-1.4236, -3.9645, 0.8115], [-2.5988, -2.1499, -0.0808], [-2.8007, -0.8494, -0.0782], [-3.3788, -2.8843, -0.8587], [-1.7432, -4.4137, -4.1859], [-0.4838, -3.4215, -4.8484], [-2.1393, -3.3686, -5.5510], [-2.9482, -2.1714, -3.5637], [-1.5591, -2.7629, -2.6671], [-1.0274, -0.8027, -4.8680], [-1.5589, -0.3355, -3.2224], [-0.2398, -0.8983, -1.3342], [0.2952, 0.4388, -2.3194], [2.5473, -0.9482, -2.4493], [3.7834, -1.6354, 0.3519], [4.3443, 0.5647, 1.4151], [4.6560, 3.1616, -0.6672], [4.3562, 2.2081, -1.8953], [2.2282, 3.2059, -0.2916], [2.5287, -0.6696, 2.2849], [2.4907, 1.5876, 2.9346], [1.2826, 2.0281, 1.7582], [-0.0130, -0.0599, 3.0997], [1.0549, 0.5859, 4.3163], [0.0960, 2.9304, 3.3263], [-0.4905, 2.1325, 4.7493], [-2.4600, 2.2538, 3.8724], [-2.1088, 1.0438, 2.6921], [-2.6787, 3.7131, 2.2596], [-2.7761, 4.4079, 0.2298], [-2.1308, 1.3449, -0.6741], [-2.6599, 0.7618, 0.7291], [0.8794, -2.5426, -0.0312], [1.3566, -2.3797, 1.6259], [-0.9623, -0.7039, 1.0311], [-0.7038, -1.8722, 2.3134], [-3.8341, 1.1735, 0.5239]], "multiplicity": 1, "e_homo_ev": -5.442, "total_charge": 0, "energy_ha": -1586.73720, "gap_ev": 4.55}

---

No. 4
{"formula": "C30H25GeN7PtSSe", "method": "ωB97M-V with the def2-TZVPD basis set", "elements": ["Pt", "N", "C", "S", "N", "N", "C", "C", "C", "C", "C", "C", "C", "C", "C", "C", "C", "C", "N", "H", "H", "H", "H", "H", "H", "H", "H", "H", "H", "H", "Se", "N", "C", "C", "C", "C", "N", "C", "N", "H", "H", "H", "Ge", "C", "C", "C", "C", "C", "C", "C", "C", "C", "C", "C", "C", "H", "H", "H", "H", "H", "H", "H", "H", "H", "H", "H"], "coordinates": [[-1.3837, 0.6846, -0.7485], [-2.0149, 3.9842, 1.9126], [-1.8308, 2.8741, 1.2067], [-1.8211, 2.9167, -0.5203], [-1.6485, 1.7445, 1.9327], [-1.4820, 0.6800, 1.2043], [-1.2902, -0.5909, 1.8455], [-1.1890, -0.7245, 3.2830], [-0.2032, -1.5589, 3.8321], [-0.1060, -1.7221, 5.2008], [-0.9969, -1.0686, 6.0418], [-1.9846, -0.2456, 5.5113], [-2.0783, -0.0628, 4.1464], [-1.2391, -1.6546, 0.9210], [-1.2874, -3.0146, 1.3037], [-1.2624, -4.0016, 0.3538], [-1.1963, -3.6503, -0.9987], [-1.1962, -2.3194, -1.3387], [-1.2386, -1.3339, -0.4290], [-2.1853, 4.8686, 1.4618], [-2.0721, 3.9307, 2.9178], [0.5090, -2.0428, 3.1796], [0.6692, -2.3523, 5.6146], [-0.9258, -1.2036, 7.1123], [-2.6892, 0.2451, 6.1683], [-2.8623, 0.5587, 3.7405], [-1.3749, -3.2569, 2.3513], [-1.3098, -5.0407, 0.6479], [-1.1632, -4.3994, -1.7760], [-1.1485, -2.0151, -2.3750], [0.3869, 3.3119, -4.6671], [-0.5823, 2.3883, -5.7964], [-1.2649, 1.5012, -5.0861], [-2.2079, 0.5755, -5.6105], [-2.8523, -0.2310, -4.7237], [-2.5537, -0.1495, -3.3427], [-1.6581, 0.6583, -2.8145], [-1.0171, 1.5338, -3.6716], [-0.1789, 2.4457, -3.2342], [-2.4030, 0.5424, -6.6737], [-3.5976, -0.9431, -5.0461], [-3.0882, -0.7890, -2.6488], [1.1052, 1.4566, -0.5999], [2.0160, 0.6078, -2.0671], [3.0809, 1.3112, -2.6278], [3.7904, 0.7655, -3.6885], [3.4291, -0.4705, -4.2062], [2.3716, -1.1771, -3.6498], [1.6671, -0.6389, -2.5820], [1.7244, 0.8394, 1.1067], [2.3686, -0.3951, 1.2093], [3.0253, -0.7399, 2.3810], [3.0222, 0.1327, 3.4605], [2.3735, 1.3576, 3.3717], [1.7334, 1.7153, 2.1950], [1.2382, 2.9799, -0.6370], [3.3719, 2.2794, -2.2359], [4.6251, 1.3071, -4.1129], [3.9791, -0.8874, -5.0388], [2.1063, -2.1505, -4.0413], [0.8574, -1.2033, -2.1395], [2.3924, -1.0724, 0.3623], [3.5481, -1.6851, 2.4502], [3.5431, -0.1345, 4.3703], [2.3897, 2.0412, 4.2099], [1.2604, 2.6880, 2.1218]], "e_above_lowest_kcal_mol": 0.00, "multiplicity": 3, "e_homo_ev": [-12.294, -14.223], "total_charge": 2, "energy_ha": -6536.81750, "gap_ev": [5.49, 6.02]}